Record 1
{
  "formula": "C7H11N4S2",
  "method": "ωB97M-V with the def2-TZVPD basis set",
  "de_lowest_kcal_mol": 59.4,
  "e_lumo_ev": [-4.59, -6.08],
  "spin_multiplicity": 3,
  "s2": 2.02,
  "total_charge": 1,
  "elements": ["C", "H", "S", "H", "H", "C", "H", "H", "C", "C", "H", "H", "C", "H", "N", "C", "C", "S", "N", "H", "N", "H", "N", "H"],
  "coordinates": [[2.22781, 2.53370, -1.64484], [-1.16431, 1.54043, -1.72468], [4.75388, 1.77424, -1.50761], [-2.19386, -1.57804, 2.89609], [-0.63689, -1.29821, 0.84779], [0.72412, -0.39016, -0.05491], [2.26879, -1.78856, -0.89577], [2.07767, -1.60182, 0.83755], [0.91684, 1.83986, -1.43311], [-1.26271, 0.74757, 0.68494], [2.30110, 2.66938, -2.67590], [2.29341, 3.31102, -0.84770], [-0.23867, 2.14524, -1.99268], [-2.54021, -1.97207, 1.23521], [-0.54094, -0.35983, 0.49350], [1.52526, -1.65668, -0.00039], [-2.81566, -1.30901, 2.00281], [-2.63699, 0.47587, 1.54335], [2.65963, 0.39856, -0.92361], [-3.83919, -1.64140, 2.07416], [3.20898, 1.52312, -1.28654], [0.88368, -2.56576, 0.24354], [1.33672, 0.61894, -0.72507], [-0.12878, 2.96922, -2.61085]]
}

***

Record 2
{
  "formula": "C7H8CrO5",
  "method": "ωB97M-V with the def2-TZVPD basis set",
  "de_lowest_kcal_mol": 0.0,
  "e_lumo_ev": [-9.27, -11.20],
  "spin_multiplicity": 5,
  "s2": 6.03,
  "total_charge": 2,
  "elements": ["O", "H", "C", "H", "O", "H", "C", "O", "C", "H", "H", "C", "H", "C", "C", "C", "H", "H", "Cr", "O", "O"],
  "coordinates": [[-4.42438, -0.03887, 1.60107], [3.22658, -1.37473, -0.15789], [-1.27532, 1.96086, 0.23018], [2.28716, -1.25014, 1.34412], [0.02211, -0.00877, 3.19566], [1.56592, 0.68103, -2.24398], [2.13285, 0.72741, -1.30391], [0.36793, 0.21176, 0.16983], [-3.29911, 0.04911, 1.28821], [1.68609, -2.23622, -0.01535], [-2.17870, 0.69674, -1.54312], [-0.70249, -0.04202, 2.29431], [-2.86321, 0.56783, -1.20420], [1.48917, -0.12507, -0.27939], [-1.55682, -1.47523, -0.38164], [2.21378, -1.30919, 0.25049], [3.14917, 0.39440, -1.50711], [2.16501, 1.76737, -0.95616], [-1.58144, 0.12792, 0.61251], [-1.53345, -2.30251, -1.20974], [-0.89086, 2.97833, -0.18389]]
}

***

Record 3
{
  "formula": "C38H35ClN2RuSi2",
  "method": "ωB97M-V with the def2-TZVPD basis set",
  "de_lowest_kcal_mol": 1.0,
  "e_lumo_ev": [-3.55, -4.69],
  "spin_multiplicity": 6,
  "s2": 8.79,
  "total_charge": 1,
  "elements": ["C", "Ru", "H", "H", "C", "H", "C", "C", "C", "C", "H", "H", "H", "H", "H", "H", "C", "H", "C", "C", "H", "H", "H", "C", "H", "C", "C", "Si", "H", "C", "C", "N", "C", "C", "C", "C", "H", "H", "H", "H", "H", "C", "H", "C", "C", "C", "C", "C", "C", "C", "H", "H", "H", "C", "C", "H", "H", "C", "Cl", "C", "H", "Si", "H", "C", "H", "H", "C", "C", "N", "H", "C", "H", "C", "C", "C", "H", "C", "H", "H"],
  "coordinates": [[5.44678, 1.69626, 2.76142], [2.05349, 0.18410, 0.33463], [-4.93228, -2.99152, -2.47661], [0.23938, 3.06613, 0.12503], [-1.18252, 0.66088, -1.92254], [-1.85882, -1.94738, 2.63257], [4.22450, -0.72640, 2.29973], [4.28530, -3.14484, 2.11643], [-3.62160, -0.51445, -0.53493], [-3.47887, 4.90503, -0.88762], [-3.36589, -1.08454, -2.61329], [2.32984, -2.58846, 0.48217], [-4.14802, -0.16801, 1.53997], [3.72498, 2.50048, 1.70108], [6.07503, -4.08046, 2.90073], [-6.11796, -3.51410, -0.34053], [-3.04756, 3.74822, -0.23608], [7.15720, -1.94025, 3.56440], [-1.43132, 1.55225, -3.03446], [-5.21166, -1.85718, 0.72225], [-1.00792, 3.46895, -3.92640], [-0.89470, 0.19002, 2.84212], [0.16535, -1.62577, -1.14318], [1.99522, 0.17883, -1.68058], [0.78416, -0.35872, 1.36814], [-4.47509, 4.84107, -1.86718], [4.11549, 0.92520, -1.07561], [-2.43020, 0.96744, -0.53107], [-1.11312, -0.40696, -2.12109], [-2.05064, -3.65118, 1.30465], [-0.90805, 2.82372, -3.05249], [2.38366, -1.84637, 1.18405], [-0.15321, 2.57083, -0.76403], [5.51466, -0.70656, 2.91825], [3.62979, -1.94305, 1.90773], [-1.80152, -4.15142, 0.02195], [-2.20472, -5.11870, -0.27714], [-2.01146, 1.18751, -3.87704], [0.22053, 4.30772, -1.97461], [-0.84887, -3.76245, -1.88921], [3.82171, -4.07967, 1.78660], [4.14750, -0.48026, -1.08935], [-2.34184, 3.80012, 0.59508], [-5.43877, -2.66101, -0.40430], [-0.51865, -2.15755, -0.47208], [5.55633, -3.13730, 2.73360], [-4.66239, 2.44239, -1.48767], [2.77561, 1.36484, -1.34355], [4.22886, 1.60909, 2.07481], [-0.22030, 3.30596, -1.93538], [-5.71692, -2.08055, 1.66315], [-5.94615, 3.56309, -2.81317], [2.54020, -1.99684, -1.60152], [-1.03394, -3.39953, -0.87441], [6.16028, -1.94932, 3.11989], [2.41993, 2.38618, -1.46007], [1.07775, 0.15531, -2.24115], [-4.76477, -2.36946, -1.59628], [0.88121, 1.97497, 2.03083], [-3.86428, -1.29859, -1.66977], [-4.76575, 5.73699, -2.42321], [-0.63861, 0.25764, 1.40376], [5.01641, -1.12020, -0.93143], [6.10599, 0.54930, 3.16813], [-5.19455, 1.49061, -1.61157], [7.09389, 0.57299, 3.64136], [-5.11130, 3.61493, -2.11102], [-1.61630, -2.37540, 1.65960], [3.63665, 0.42584, 1.84150], [-2.61749, -4.24341, 2.02360], [-4.31720, -0.78418, 0.65534], [5.87619, 2.68309, 2.92747], [2.83431, -0.97041, -1.39164], [-3.48172, 2.49616, -0.71178], [-0.60067, 1.22794, -0.64441], [4.96125, 1.59614, -0.92847], [-0.92895, -1.58865, 0.73878], [1.61243, -2.06352, 1.81861], [-3.01531, 5.85635, -0.64149]]
}

***

Record 4
{
  "formula": "C30H59ClHfP2Si2",
  "method": "ωB97M-V with the def2-TZVPD basis set",
  "de_lowest_kcal_mol": 173.6,
  "e_lumo_ev": -0.79,
  "elements": ["C", "C", "H", "H", "C", "P", "H", "H", "H", "H", "H", "H", "H", "H", "H", "C", "H", "C", "H", "H", "H", "C", "C", "H", "H", "Hf", "H", "C", "C", "H", "H", "H", "H", "H", "C", "H", "C", "C", "H", "C", "H", "H", "H", "H", "H", "H", "H", "H", "C", "H", "H", "H", "C", "H", "H", "H", "C", "H", "H", "C", "H", "H", "C", "Cl", "H", "H", "H", "C", "H", "H", "C", "H", "H", "Si", "C", "H", "C", "H", "C", "H", "H", "C", "C", "H", "P", "C", "H", "C", "C", "H", "C", "H", "Si", "C", "H"],
  "coordinates": [[-1.38690, 3.57627, -1.77841], [-0.01060, -0.01743, 4.02399], [-1.89830, 5.49207, -2.61121], [-0.38440, -5.62603, -0.75941], [1.37680, 3.41787, -0.93741], [-0.26970, 2.72427, -0.53791], [-0.76050, 1.07497, -3.59281], [-1.90410, -5.75853, -1.62591], [-1.39540, 0.31837, 5.72239], [-3.44920, 3.61717, -2.39171], [0.48400, 2.26137, 2.44079], [0.96170, 4.59507, 1.68639], [-0.38420, 5.51737, -1.72551], [-0.75680, -1.58153, -3.36081], [4.19490, -2.22753, -1.18811], [-1.44720, 0.20067, 4.61829], [-1.04760, -2.07123, 3.57519], [-2.80430, 3.02987, -1.73701], [0.49320, 3.63357, -4.37221], [-3.23530, -3.07013, -0.19461], [0.41770, 2.21027, 4.49139], [1.32100, -1.33483, -2.53901], [1.31940, 0.97987, -2.74421], [4.30320, -2.52873, -2.92091], [4.30160, 3.62297, -2.46441], [-0.01060, -0.01743, -0.79991], [1.41980, 4.50547, -0.89711], [-0.78230, -3.08253, 1.69149], [1.37320, -3.42413, -0.33901], [-1.00570, -0.97923, 2.19319], [-1.91870, 5.46707, -0.85881], [1.63170, 4.84287, -3.79951], [1.84190, -1.18293, 4.62319], [1.41480, -4.48883, -0.11221], [-0.09610, -4.31323, 2.26599], [1.86540, 1.19397, 4.14339], [-2.80870, -3.17903, -1.19081], [1.53130, -4.32323, -3.32841], [-2.56900, -0.76553, 0.56269], [-0.09440, 4.75117, 1.47499], [0.41670, -2.17873, 4.93909], [3.06020, -0.11533, -1.96111], [-3.45380, -3.86113, -1.74571], [-1.85470, -3.27873, 1.61839], [-1.85050, 3.61637, 1.01819], [0.73240, -0.89333, 6.00789], [0.47990, -1.69323, 2.77859], [4.29590, 2.09827, -3.34281], [-1.38800, -5.21453, -0.83341], [-0.94790, 3.26927, -2.72801], [2.04250, -2.91263, 0.35409], [-2.81270, -0.01913, -0.99041], [3.87330, 2.62067, -2.48551], [-0.54730, -4.57063, 3.22529], [2.16010, -4.23613, -4.21431], [0.49740, -4.25343, -3.65961], [-0.57200, 2.41957, 2.23829], [4.30940, -3.87463, -1.78721], [2.04850, 3.03087, -0.16991], [0.04110, 0.48487, -3.17931], [-0.95720, -3.58933, -2.13411], [-0.54570, 5.17167, 2.37489], [0.77030, -1.13053, 4.92129], [-5.39760, 0.16807, 1.28719], [-1.92650, 1.11267, 4.22399], [1.67810, -5.32253, -2.91841], [-1.91400, -5.42663, 0.09549], [-0.01060, -0.01743, 2.50409], [-2.84630, 1.99457, -2.05721], [-3.23040, 3.08137, -0.73581], [3.87650, -2.89453, -1.98791], [-2.55930, 0.97407, 0.41519], [-0.99960, 1.45387, 1.98719], [2.00070, 2.70377, -2.57911], [-0.77790, 3.43747, 1.12529], [4.20140, 2.10727, -1.58301], [-0.57650, -1.88533, 2.60879], [-2.17780, -0.60693, 4.43259], [-1.39160, -3.72623, -1.14361], [0.95940, -4.11963, 2.44719], [2.16700, 3.57087, -4.88901], [2.07290, -0.15423, -2.38821], [-2.22290, 0.05507, -0.06751], [0.94550, 1.19937, 5.67809], [-0.27400, -2.67073, -0.07051], [-1.38620, 5.09607, -1.73281], [-0.17050, 5.49697, 0.68959], [1.51800, 3.78587, -4.04021], [0.83760, 1.20327, 4.56989], [-2.84690, -2.20723, -1.67061], [0.04260, -0.92613, -3.05511], [-0.16920, -5.18533, 1.62359], [2.00520, -3.00213, -2.07591], [-0.01060, -0.01743, 1.20009], [-1.04560, 2.77087, 3.15629]]
}

***

Record 5
{
  "formula": "C4H8O3",
  "method": "ωB97M-V with the def2-TZVPD basis set",
  "de_lowest_kcal_mol": 59.4,
  "e_lumo_ev": 0.83,
  "elements": ["H", "C", "O", "H", "C", "H", "C", "H", "O", "H", "C", "O", "H", "H", "H"],
  "coordinates": [[1.90832, 0.80475, -0.88438], [-0.62177, -0.24416, 0.07587], [3.18089, -0.14434, 0.45730], [1.82705, -0.96769, -0.90198], [1.95065, -0.09420, -0.24930], [1.02931, -0.81485, 1.58226], [-2.88055, 0.06570, -0.35556], [-2.67984, 0.29658, -1.40413], [-0.56369, 0.70303, -0.66957], [0.80955, 0.91623, 1.25568], [0.81043, -0.09886, 0.80707], [-1.86146, -0.84072, 0.21378], [-2.85635, 1.01003, 0.19887], [-3.86963, -0.38990, -0.26004], [3.90237, -0.10572, -0.18548]]
}